Density functional theory data (ωB97M-V/def2-TZVPD) for C27H49AsCaN3O3Si2 as an isolated structure.

Its net charge is -1. As for the HOMO energy: -3.282 eV. Its electronic energy is -134448.57682 eV. Its LUMO energy is 0.092 Ha.

Element x y z (Å)
C -2.9888 -0.6350 0.5293
H -1.5618 -3.0161 -5.2099
As -0.4320 -2.0642 -3.1693
H -2.4703 3.0689 -2.2239
H -4.7117 1.9128 0.6412
Ca 0.4322 -0.4824 -0.4135
C 1.3293 3.2688 -2.5693
H -2.9391 0.0238 3.8646
H 3.9330 1.5947 -3.2545
H -2.0993 -0.8169 1.1410
H 3.8546 -0.6015 0.2839
O 2.4912 -4.1776 -0.9367
C 2.3138 -3.3563 -0.0322
Si -2.8150 0.8605 -0.6187
H -4.8166 0.2886 -2.0026
C -2.4719 -1.9945 5.5632
C 0.8172 2.3031 -1.6963
H -3.4030 -0.6127 -2.5510
H -1.3797 0.2155 -3.6571
H -4.1673 2.9879 -0.6480
H -2.3479 2.0842 2.7030
H -0.6425 -3.1248 2.8411
H -1.4908 4.7688 -3.6904
H -0.3646 -0.3882 -5.0093
H 1.5746 -2.9779 2.9342
C -0.2442 1.6923 2.6604
N -1.1660 1.1893 -0.8173
C 3.9060 3.3195 -0.3369
H -1.6287 -4.0824 3.9541
H -3.3941 -1.7954 5.0130
C -0.9218 -0.7022 4.0112
C -3.7431 0.3677 -2.2048
H -3.8124 -0.5002 1.2367
C -0.8403 4.0880 -3.1525
H 1.5704 -3.5121 -2.7421
H -0.6637 3.6904 1.9864
H 3.6348 -4.2205 1.3905
H 4.9489 0.6858 0.8123
C -1.3897 3.1185 -2.3137
H 1.3367 -3.1972 -4.5140
H 3.4473 3.6158 0.6110
H 4.9904 3.2949 -0.1872
H 0.9899 4.8862 -3.9482
C 3.9096 0.4527 0.5625
H 1.0570 3.3530 2.2407
C -3.8259 2.2910 0.1212
H 0.2267 2.6927 0.8307
O 1.9334 -2.1508 -0.1818
C 0.4052 -0.3917 3.7165
N 1.6199 1.4314 -0.9710
H 5.3412 1.1919 -2.2629
H 2.0372 -1.9596 -3.4388
H 2.3888 -1.9171 2.0140
C 0.1129 2.9306 1.8917
C 1.3169 -2.7745 -3.5087
H 4.0867 -0.0168 -2.5495
C 4.2617 1.0477 -2.3673
C 2.6137 -3.8287 1.4016
O -0.8257 -2.0502 -1.5537
C 0.5303 4.1571 -3.2903
H -2.7141 -2.7760 -3.8691
C -0.6236 2.1995 -1.5850
C -1.7173 -3.1207 -4.1368
H 3.3211 0.5858 1.4740
H 1.7759 1.0125 2.8495
H 0.3766 0.2958 -3.5427
H -3.2304 2.8659 0.8338
H -3.1702 -1.5450 -0.0467
H 1.9681 -4.6907 1.5819
Si 3.3087 1.5853 -0.8178
H -0.3985 -2.3496 5.2258
H -2.3612 -1.2184 6.3224
N 2.4482 -2.8323 2.4509
C -1.2652 -2.0413 4.6310
C -1.4864 -3.0850 3.5309
H -2.5988 -2.9545 6.0677
H -1.6041 -4.1633 -3.8461
C 0.7369 0.7833 3.0577
C -0.4585 -0.2953 -3.9261
H 3.6803 4.0968 -1.0661
H -3.6093 1.0872 -3.0160
H -2.3715 -2.8330 2.9414
C -1.5623 1.3942 2.9877
H 1.1940 -1.0714 4.0205
C -1.8956 0.2218 3.6503
H 2.4032 3.3216 -2.7064

Atomic partial charges in e from the Mulliken method, atoms 1 to 6: C -0.57; H 0.40; As 0.81; H 0.15; H 0.43; Ca 1.47